131
Properties=species:S:1:pos:R:3:forces:R:3:lowdin_charge:R:1 method="wB97M-V/def2-TZVPD" orbital_gap_ha=0.308 largest_force_ev_per_a=2.18 e_homo_ev=-8.1 smiles="CC(C)=N[C@@H](N)[C@@H](O)O[C@H](CCCCCN)ON=O.ClCCCl.ClCCCl.ClCCCl.ClCCCl.ClCCCl.ClCCCl.ClCCCl.ClCCCl.ClCCCl.ClCCCl.ClCCCl" total_charge=0
C 7.97416 -0.33251 -0.17881 -0.2 -0.5 0.0 -0.024
C 7.99906 -0.18591 -1.67922 -0.2 0.6 0.6 -0.407
C 9.26574 -0.68555 -2.32216 0.1 1.0 -0.1 -0.040
N 7.10392 0.36244 -2.38839 0.1 -1.7 -1.4 0.123
C 5.65131 0.12499 -2.28552 -0.1 1.0 0.7 -0.359
N 5.29608 -1.25896 -2.31794 -0.4 0.0 0.1 0.103
C 4.96710 0.83128 -1.10531 0.2 0.0 -0.2 -0.375
O 5.53432 2.08683 -0.87790 -0.1 0.0 0.1 0.017
O 3.58772 0.91861 -1.41817 0.1 -0.1 0.1 -0.021
C 2.86915 1.88681 -0.73718 -0.2 -0.1 -0.4 -0.342
C 1.43788 1.41692 -0.44109 0.3 -0.2 0.1 -0.095
C 1.05396 0.04254 -0.97057 -0.4 0.0 0.5 -0.203
C -0.30300 -0.37541 -0.38521 -0.1 0.4 -0.6 -0.211
C -1.46982 0.24019 -1.19101 0.1 -0.6 0.2 -0.226
C -2.42531 -0.81695 -1.72928 -0.5 0.2 0.1 -0.274
N -3.71480 -0.23194 -2.18526 0.5 0.0 0.3 0.001
O 2.76630 3.05893 -1.59446 -0.3 0.4 0.2 -0.079
N 3.36450 4.21499 -0.99218 0.1 -0.4 0.5 -0.017
O 2.57804 5.05173 -0.81558 0.0 0.2 -0.4 0.087
H 7.05538 0.03064 0.26361 -0.1 0.0 0.1 0.059
H 8.79132 0.25833 0.23529 0.1 0.1 0.0 0.090
H 8.16195 -1.36866 0.10601 -0.1 -0.1 0.1 0.063
H 10.07386 0.03396 -2.16899 0.2 -0.1 0.1 0.080
H 9.10962 -0.76563 -3.39098 0.0 -0.2 -0.1 0.072
H 9.55993 -1.63161 -1.87618 0.0 -0.1 0.0 0.076
H 5.21361 0.58968 -3.16993 0.1 0.1 -0.1 0.142
H 5.62701 -1.72508 -3.14949 0.1 -0.1 0.0 0.083
H 5.57549 -1.75732 -1.48319 0.0 0.0 -0.1 -0.010
H 5.09841 0.26857 -0.17967 -0.1 0.0 0.1 0.117
H 5.50484 2.58479 -1.70395 0.1 0.0 0.0 0.108
H 3.35011 2.17126 0.19682 0.3 0.2 -0.1 0.151
H 0.75063 2.18175 -0.79436 -0.1 0.0 0.0 0.119
H 1.33910 1.36666 0.64520 0.0 0.1 0.1 0.115
H 0.95058 0.07676 -2.05303 0.3 -0.2 -0.1 0.084
H 1.80307 -0.69359 -0.68795 0.2 0.0 -0.2 0.081
H -0.35643 -1.46107 -0.37642 -0.2 0.0 0.0 0.037
H -0.39948 -0.01858 0.64239 0.2 -0.2 0.2 0.103
H -1.05388 0.80197 -2.02571 -0.2 0.3 0.1 0.037
H -2.03743 0.90827 -0.54490 0.0 0.1 -0.1 0.059
H -1.95694 -1.36211 -2.54750 0.1 -0.1 0.0 0.079
H -2.62694 -1.52606 -0.92279 0.1 -0.2 0.0 0.108
H -4.45473 -0.70294 -1.67965 -0.1 0.0 -0.2 -0.026
H -3.73706 0.71061 -1.80993 -0.2 0.0 -0.2 -0.022
Cl -3.48341 3.11337 -1.04975 0.0 0.3 0.0 0.624
C -4.15676 4.17929 0.21371 0.0 0.0 0.0 -0.622
C -4.49133 3.41640 1.46710 0.0 0.1 -0.1 -0.711
Cl -5.85867 2.29265 1.23266 0.0 0.0 -0.1 0.533
H -5.03189 4.67341 -0.20016 0.0 -0.1 0.0 0.072
H -3.40396 4.93392 0.43508 0.0 0.0 0.0 0.075
H -4.78453 4.11051 2.24741 0.0 0.1 0.0 -0.004
H -3.64095 2.83594 1.81491 0.0 0.0 0.0 0.059
Cl -4.51086 6.35329 4.30935 0.0 -0.1 0.0 0.531
C -5.67433 5.45653 5.31907 -0.1 0.1 0.1 -0.646
C -5.06945 4.20651 5.89947 0.0 0.0 0.0 -0.632
Cl -4.72102 3.01223 4.61891 0.0 -0.2 0.3 0.601
H -6.53689 5.22538 4.69869 0.0 0.0 0.0 0.074
H -5.98969 6.12259 6.12030 0.1 0.0 0.0 0.077
H -5.76958 3.73967 6.58879 0.0 0.1 0.0 0.004
H -4.14242 4.41488 6.42649 0.0 0.0 -0.1 0.074
Cl 3.85420 -1.99272 1.36102 0.0 0.0 0.0 0.570
C 2.24971 -2.20149 2.11837 -0.1 0.0 0.1 -0.623
C 1.60424 -3.50380 1.72635 -0.1 0.0 0.0 -0.667
Cl 1.13948 -3.53427 0.00711 0.2 -0.2 0.1 0.563
H 1.63320 -1.35090 1.83542 0.0 0.0 -0.1 0.056
H 2.40282 -2.18220 3.19609 0.0 0.0 0.0 0.075
H 0.69486 -3.64459 2.30872 0.0 0.0 0.0 0.035
H 2.26307 -4.34706 1.90649 0.1 0.0 0.0 -0.015
Cl 3.61959 -5.89582 0.08170 0.0 0.0 -0.1 0.573
C 5.32350 -6.37124 0.24433 0.0 -0.1 0.0 -0.653
C 6.17655 -5.23287 0.74396 0.0 0.0 0.1 -0.633
Cl 6.28558 -3.92607 -0.46583 0.2 -0.1 0.0 0.571
H 5.66065 -6.71816 -0.73006 0.0 0.1 0.0 0.041
H 5.36911 -7.20200 0.94706 0.0 0.0 0.0 0.074
H 7.18924 -5.58566 0.93217 0.0 0.0 -0.1 0.073
H 5.77784 -4.80326 1.65988 -0.1 0.0 0.0 0.062
Cl -8.18798 -0.73661 8.24336 0.0 0.0 0.0 0.539
C -8.36342 0.38592 6.87013 0.0 0.0 0.0 -0.662
C -7.29297 1.44426 6.86140 0.0 0.0 -0.1 -0.666
Cl -7.46476 2.58686 8.22894 0.0 -0.1 0.0 0.551
H -9.35528 0.82639 6.92435 0.0 0.0 0.0 0.069
H -8.29005 -0.20616 5.95993 0.0 0.0 0.0 0.076
H -7.36487 2.02602 5.94377 0.0 0.0 0.0 0.059
H -6.29986 1.00694 6.91816 0.0 0.0 0.1 0.070
Cl -8.86602 0.84147 -1.76443 0.0 0.0 0.0 0.532
C -8.16031 -0.50740 -2.69300 0.0 0.0 -0.1 -0.660
C -7.94721 -1.73074 -1.83953 0.0 0.0 -0.1 -0.651
Cl -6.66687 -1.47258 -0.62816 -0.1 0.0 0.2 0.569
H -7.22502 -0.16198 -3.12647 0.0 0.0 0.1 0.069
H -8.85681 -0.74169 -3.49602 0.0 0.0 0.0 0.071
H -7.63112 -2.56211 -2.46698 0.0 0.0 0.0 0.074
H -8.85424 -2.01349 -1.31217 0.0 0.0 0.1 0.066
Cl 7.74063 -4.66686 -4.15257 0.0 0.1 0.0 0.530
C 7.27477 -6.38352 -4.05979 0.1 0.0 0.0 -0.664
C 5.90263 -6.63094 -4.62845 -0.1 -0.1 -0.1 -0.656
Cl 4.61803 -5.90885 -3.63129 0.1 0.0 0.1 0.542
H 7.33200 -6.68628 -3.01715 0.0 0.0 0.0 0.058
H 8.01361 -6.94344 -4.63064 0.0 0.0 0.0 0.071
H 5.71404 -7.70281 -4.66686 0.0 0.0 0.0 0.072
H 5.81398 -6.22476 -5.63296 0.0 0.1 0.0 0.069
Cl -1.03894 -4.84497 4.36058 0.0 0.0 0.0 0.552
C -0.67838 -6.57515 4.11976 -0.1 -0.1 0.0 -0.652
C 0.58894 -6.99203 4.81972 0.0 -0.1 0.0 -0.655
Cl 2.03217 -6.25980 4.07194 0.1 0.0 0.0 0.560
H -0.61817 -6.75719 3.04996 0.0 0.1 0.0 0.071
H -1.51915 -7.13485 4.52516 0.0 0.0 0.0 0.073
H 0.70712 -8.07177 4.75087 0.0 0.0 -0.1 0.073
H 0.57639 -6.70809 5.86847 0.0 0.1 0.0 0.067
Cl -0.41233 1.69217 -4.37388 0.0 0.0 -0.1 0.595
C -0.46430 3.42899 -4.77596 0.1 0.1 0.0 -0.642
C -1.51171 4.16280 -3.98039 0.0 0.0 0.0 -0.667
Cl -3.15906 3.67347 -4.44854 0.0 0.0 -0.1 0.530
H -0.64802 3.51601 -5.84346 0.0 -0.1 0.0 0.066
H 0.52132 3.83476 -4.55386 0.0 0.0 0.1 0.072
H -1.42619 5.23180 -4.16797 0.0 0.0 0.0 0.074
H -1.40229 3.98477 -2.91310 0.0 -0.1 0.0 0.036
Cl -4.77635 8.50550 1.62593 0.0 0.0 -0.1 0.520
C -5.88378 9.90070 1.69183 0.0 0.0 -0.1 -0.661
C -6.07544 10.41281 3.09537 0.0 0.1 0.0 -0.659
Cl -6.97991 9.26305 4.11583 0.0 0.0 0.0 0.531
H -6.82933 9.59727 1.25059 0.0 -0.1 0.0 0.068
H -5.44492 10.68323 1.07546 0.0 0.0 0.0 0.072
H -6.65443 11.33410 3.06835 0.0 0.0 0.0 0.072
H -5.12234 10.60993 3.57855 0.0 -0.1 0.0 0.069
Cl 2.53265 -4.00977 -5.62256 0.0 0.1 0.0 0.520
C 1.54225 -2.52919 -5.51693 -0.1 0.0 -0.1 -0.655
C 1.40254 -2.03514 -4.10208 0.1 0.1 0.1 -0.639
Cl 0.44877 -3.16001 -3.09948 -0.1 0.0 -0.1 0.556
H 0.57270 -2.75439 -5.95340 0.0 0.0 0.0 0.067
H 2.02961 -1.76622 -6.12135 0.1 0.0 0.0 0.073
H 0.88257 -1.07827 -4.10542 0.0 0.0 0.0 0.040
H 2.36893 -1.90628 -3.61776 0.0 0.0 0.0 0.068